[1]
One molecule with the formula C2H2Cl2OS in a non-equilibrium geometry. Source: OMol25; level of theory: wB97M-V/def2-TZVPD.

The calculation puts the total energy at -1471.04059 Eh. The calculation puts the energy above the lowest of the compared OMol25 structures with the same formula, charge and spin at 1.057 eV. The spin multiplicity is 3. For the HOMO-LUMO gap (spin up / spin down), the calculation gives 0.2336 / 0.2179 Ha. The LUMO energy (spin up / spin down) is 0.414 / -4.328 eV.

CARTESIAN COORDINATES (ANGSTROEM)
C 2.447 1.286 0.104
C 0.164 -0.423 0.259
O 3.232 2.096 0.461
S 1.321 0.543 1.263
Cl 0.427 -2.167 0.147
Cl 2.495 0.602 -1.500
H -0.835 -0.243 0.655
H 0.232 -0.009 -0.754

Okay, here come the Löwdin numbers, in e, for every atom: number 1, C, carries -1.2610; number 2, C, carries -0.9242; number 3, O, carries -0.0067; number 4, S, carries 0.9826; number 5, Cl, carries 0.5506; number 6, Cl, carries 0.6279; number 7, H, carries 0.0339; number 8, H, carries -0.0031

***

[2]
One molecule with the formula C2H2Cl2P2 in a non-equilibrium geometry. Source: OMol25; level of theory: wB97M-V/def2-TZVPD.

The SMILES is [H]/P=C(Cl)/C(Cl)=P/[H]. The calculation puts the total energy at -1680.39427 Eh. The calculation puts the energy above the lowest of the compared OMol25 structures with the same formula, charge and spin at 0.265 eV. For the HOMO-LUMO gap, the calculation gives 0.2506 Ha. The LUMO energy is -1.671 eV.

CARTESIAN COORDINATES (ANGSTROEM)
C -0.322 -0.387 -0.460
C 0.547 0.474 0.279
P -1.411 -1.517 0.137
P 0.379 0.437 1.948
Cl -0.132 -0.407 -2.170
Cl 1.638 1.392 -0.641
H -1.816 -1.727 -1.189
H 1.116 1.736 2.094

Okay, here come the Löwdin numbers, in e, for every atom: number 1, C, carries -1.2532; number 2, C, carries -1.2770; number 3, P, carries 0.7953; number 4, P, carries 0.8144; number 5, Cl, carries 0.5613; number 6, Cl, carries 0.6102; number 7, H, carries -0.1577; number 8, H, carries -0.0932

***

[3]
A 2-piece molecular cluster, C2H2Cl3NO overall in a non-equilibrium geometry. Source: OMol25; level of theory: wB97M-V/def2-TZVPD.

The calculation puts the total energy at -1587.67919 Eh. The calculation puts the energy above the lowest of the compared OMol25 structures with the same formula, charge and spin at 4.190 eV. The spin multiplicity is 3. For the HOMO-LUMO gap (spin up / spin down), the calculation gives 0.2640 / 0.2523 Ha. The LUMO energy (spin up / spin down) is 0.563 / -2.916 eV.

CARTESIAN COORDINATES (ANGSTROEM)
C -0.328 -0.067 0.178
C 0.619 1.013 1.802
N 0.162 0.173 -1.072
O -1.106 0.718 -0.657
Cl 1.630 -0.137 2.568
Cl 1.531 2.250 0.951
Cl -0.529 1.729 2.870
H -0.823 -0.989 0.410
H 0.816 0.959 -1.277

Löwdin population analysis, charges in e, atoms 1 to 8: number 1, C, carries -0.3001; number 2, C, carries -1.6397; number 3, N, carries 0.0178; number 4, O, carries -0.0493; number 5, Cl, carries 0.6049; number 6, Cl, carries 0.5707; number 7, Cl, carries 0.5867; number 8, H, carries 0.1184

***

Please write out number 1 again, unchanged.
One molecule with the formula C2H2Cl2OS in a non-equilibrium geometry. Source: OMol25; level of theory: wB97M-V/def2-TZVPD.

The calculation puts the total energy at -1471.04059 Eh. The calculation puts the energy above the lowest of the compared OMol25 structures with the same formula, charge and spin at 1.057 eV. The spin multiplicity is 3. For the HOMO-LUMO gap (spin up / spin down), the calculation gives 0.2336 / 0.2179 Ha. The LUMO energy (spin up / spin down) is 0.414 / -4.328 eV.

CARTESIAN COORDINATES (ANGSTROEM)
C 2.447 1.286 0.104
C 0.164 -0.423 0.259
O 3.232 2.096 0.461
S 1.321 0.543 1.263
Cl 0.427 -2.167 0.147
Cl 2.495 0.602 -1.500
H -0.835 -0.243 0.655
H 0.232 -0.009 -0.754

Okay, here come the Löwdin numbers, in e, for every atom: number 1, C, carries -1.2610; number 2, C, carries -0.9242; number 3, O, carries -0.0067; number 4, S, carries 0.9826; number 5, Cl, carries 0.5506; number 6, Cl, carries 0.6279; number 7, H, carries 0.0339; number 8, H, carries -0.0031

***

> Which formula does entry 1 have?

C2H2Cl2OS